Entry from the Open Molecules 2025 dataset: CH11LiO5 as an isolated structure at a distorted geometry (ωB97M-V/def2-TZVPD).

```
18
Properties=species:S:1:pos:R:3:forces:R:3
O 1.7261 -1.4789 1.7884 2.1685 3.2130 1.4340
O -1.1205 1.9221 -1.4632 6.6819 -4.9180 6.3579
O -1.9765 -1.0807 -0.0358 1.1497 0.4746 0.1693
O 1.5982 0.3192 -0.5074 0.7756 0.2608 -0.4984
O -0.3561 1.3033 1.7749 1.0990 0.3664 1.7806
C -1.2389 -1.8661 -0.9345 -1.4123 7.5179 -0.8041
Li -0.5492 0.4129 -0.1086 -0.9797 -0.7513 0.3174
H -0.2104 -1.7632 -0.7665 2.3779 -0.4369 0.3063
H -1.4126 -1.3718 -1.9710 0.4040 -0.9960 0.3954
H 2.2132 -0.8871 2.5263 -1.6616 -2.2298 -2.4403
H -1.5190 -2.7936 -0.9881 -1.4559 -5.6459 -0.2786
H 1.6945 0.0205 -1.4710 0.5923 0.9250 2.1884
H -1.7429 2.4521 -1.1934 -5.4282 4.5005 4.4584
H 1.8820 -0.9184 0.9696 -0.5516 -1.1543 1.1520
H 0.2124 2.0165 2.1088 -0.1797 0.6767 -1.1336
H -0.2446 0.8256 2.6229 -0.9548 -1.0348 -0.9072
H -1.3278 2.0648 -2.2626 -1.1378 0.3209 -10.6256
H 2.3721 0.8226 -0.0887 -1.4872 -1.0889 -1.8721
```
Forces are in eV/Å.

Computed properties:
- DFT total energy (Ha) = -428.33853
- energy above the lowest of the compared OMol25 structures with the same formula, charge and spin (kcal/mol) = 51.0
- maximum force (eV/A) = 10.7
- HOMO level (eV) = -5.98
- E_LUMO (eV) = -0.609
- HOMO-LUMO gap (Eh) = 0.1973

Entry from the Open Molecules 2025 dataset: a 4-piece molecular cluster, CH11N2O3 overall at a distorted geometry (ωB97M-V/def2-TZVPD).

```
17
Properties=species:S:1:pos:R:3:forces:R:3
O 1.3302 -0.2036 1.3929 0.7605 0.1127 0.4155
O -2.3435 -2.8133 -1.7304 0.5311 0.9347 -0.3472
O 1.4924 2.3474 2.5270 -0.0622 -0.5069 -0.1452
N 0.4548 1.2065 -0.8635 0.5129 0.6108 -0.3598
N -0.7881 -0.7344 -0.6957 -1.0528 1.0814 -1.1210
C -0.4636 0.3796 -1.3208 1.5509 -1.9112 0.9212
H -0.5517 -0.8706 0.2753 0.3188 -0.1485 0.0839
H -1.3621 -1.4169 -1.2253 -0.1019 0.0562 0.7453
H 0.9142 1.0187 0.0343 -0.3237 -0.3582 -0.3464
H 2.0433 -0.8444 1.5188 -0.2410 -0.2004 -0.2391
H 1.9572 2.3463 3.3708 0.0196 0.3285 -0.0409
H 1.6738 0.5665 1.8944 -0.6053 0.0870 0.0007
H -0.7761 0.4978 -2.3370 -0.3369 0.0823 -0.4150
H 1.7947 3.1009 2.0136 0.1633 0.1822 0.2352
H 1.0895 1.5369 -1.5896 -0.5520 0.6142 0.3214
H -3.1587 -2.8491 -1.2288 -0.0955 -0.6626 0.0536
H -1.8945 -3.6574 -1.8131 -0.4859 -0.3023 0.2379
```
Forces are in eV/Å.

Computed properties:
- DFT total energy (Ha) = -379.72162
- energy above the lowest of the compared OMol25 structures with the same formula, charge and spin (kcal/mol) = 13.6
- maximum force (eV/A) = 2.6
- HOMO level (eV) = -14.93
- net charge = +1
- E_LUMO (eV) = -3.111
- HOMO-LUMO gap (Eh) = 0.4344

Entry from the Open Molecules 2025 dataset: a 5-piece molecular cluster, CH11NO3 overall at a distorted geometry (ωB97M-V/def2-TZVPD).

```
16
Properties=species:S:1:pos:R:3:forces:R:3
O -0.4027 0.7833 -1.3508 -0.0881 0.2542 -1.2163
O 1.8663 -0.3832 -0.8806 -0.2215 0.1264 0.0646
O 1.2882 -0.1213 1.6393 0.3250 -0.1426 -0.0243
N -1.5831 0.0510 0.8457 -0.3596 -0.7332 -0.1947
C -2.2612 -0.9127 0.0681 0.7137 -0.4715 -0.1088
H -2.2553 0.7088 1.2529 -0.0736 0.2645 -0.1995
H 1.5709 -0.2876 0.6889 0.1631 0.1029 0.0519
H 3.6413 2.3795 -0.1721 0.5450 0.8576 0.2490
H -2.9907 -1.4929 0.6593 -0.1615 0.3085 0.2689
H 0.4908 0.3638 -1.2867 0.2752 -0.2791 0.1889
H 0.3424 -0.2500 1.6158 -0.3113 0.0224 -0.0403
H 3.2670 1.7939 -0.3478 -0.5430 -0.8559 -0.2497
H -2.8495 -0.4690 -0.7512 -0.1581 0.1866 0.1085
H -1.5395 -1.6069 -0.3587 -0.0345 0.0708 -0.0289
H -0.7896 0.6902 -0.4731 -0.0030 0.2838 1.1042
H 2.2048 -1.2468 -1.1492 -0.0678 0.0046 0.0266
```
Forces are in eV/Å.

Computed properties:
- DFT total energy (Ha) = -324.85690
- energy above the lowest of the compared OMol25 structures with the same formula, charge and spin (kcal/mol) = 202.8
- maximum force (eV/A) = 1.2
- HOMO level (eV) = -9.41
- E_LUMO (eV) = -5.459
- HOMO-LUMO gap (Eh) = 0.1454

Entry from the Open Molecules 2025 dataset: a 5-piece molecular cluster, CH11NO4 overall at a distorted geometry (ωB97M-V/def2-TZVPD).

```
17
Properties=species:S:1:pos:R:3:forces:R:3
O 2.8510 -0.8274 -1.2662 -0.0964 -1.0445 -0.5298
O -1.1303 0.2889 3.3886 0.2507 0.1127 -0.6229
O 3.8883 -2.1295 2.0101 0.0897 -0.1087 -0.1619
O 0.1451 -0.9888 0.5166 -0.7910 0.5444 -0.0552
N -3.0032 2.9536 -2.6461 -1.5585 1.5606 0.6724
C -4.0936 2.4416 -3.0452 -1.3908 0.3252 1.0648
H 0.8999 -0.9654 -0.0904 0.2782 -0.3130 0.3429
H -1.2502 -0.0459 2.4861 -0.2388 -0.1654 0.1343
H -5.0190 3.0448 -3.3530 1.8179 -0.6205 -1.1554
H 2.4319 -1.3797 -1.9635 0.2062 0.5523 0.4131
H -0.2396 0.6469 3.2722 0.0751 0.0058 0.3976
H 3.4247 -1.4928 -0.8311 -0.2535 0.4982 0.2472
H 0.1530 -1.7983 1.0381 0.5725 -0.1540 -0.1713
H -4.3269 1.4123 -2.7741 -0.4352 -0.1727 0.2497
H 4.7596 -1.7869 2.2591 0.0457 0.0307 0.0108
H -2.8070 2.4978 -1.7530 1.5962 -1.1000 -0.8232
H 3.3163 -1.8712 2.7518 -0.1679 0.0487 -0.0132
```
Forces are in eV/Å.

Computed properties:
- DFT total energy (Ha) = -400.30539
- energy above the lowest of the compared OMol25 structures with the same formula, charge and spin (kcal/mol) = 52.3
- maximum force (eV/A) = 2.3
- HOMO level (alpha / beta) (eV) = 0.81 / -7.40
- net charge = -1
- E_LUMO (alpha / beta) (eV) = 2.731 / 2.730
- HOMO-LUMO gap (alpha / beta) (Eh) = 0.0708 / 0.3721
- multiplicity = 2

Entry from the Open Molecules 2025 dataset: a 4-piece molecular cluster, CH11NO4 overall at a distorted geometry (ωB97M-V/def2-TZVPD).

```
17
Properties=species:S:1:pos:R:3:forces:R:3
O 1.3028 -0.4858 -1.9498 -0.3798 0.1373 0.2986
O 0.7732 0.5925 1.7984 0.2016 -0.0485 -0.5562
O -1.2351 -1.3459 0.8982 0.1246 0.6403 0.5074
O 3.2647 1.4185 -0.2715 -0.6003 -0.6561 -0.4020
N -2.5556 0.4144 0.1521 0.0689 0.0556 1.7311
C -2.0783 -0.9340 -0.1205 0.1201 -0.7446 0.1909
H 4.0385 1.3531 -0.8399 0.3471 0.2733 0.2209
H -0.5497 -0.7329 1.2554 0.3447 0.1607 -0.4363
H 0.5614 -0.3167 -2.5491 0.3516 -0.1017 0.0553
H -1.6637 -0.9755 -1.1292 0.1609 0.1506 -0.0348
H 1.0361 -1.2235 -1.3860 0.1187 -0.0420 -0.2410
H 1.2967 0.5290 2.6108 -0.2024 -0.0095 -0.1217
H 2.6666 0.8168 -0.7502 0.0183 0.2396 0.0609
H -3.4647 0.5377 0.6024 -0.3791 -0.1172 -0.4901
H 1.4227 0.8801 1.1243 -0.2307 -0.0721 0.4460
H -2.8998 -1.6356 -0.0077 -0.4696 0.2321 -0.6228
H -1.9157 1.1077 0.5622 0.4053 -0.0978 -0.6061
```
Forces are in eV/Å.

Computed properties:
- DFT total energy (Ha) = -400.05801
- energy above the lowest of the compared OMol25 structures with the same formula, charge and spin (kcal/mol) = 0.0
- maximum force (eV/A) = 1.7
- HOMO level (alpha / beta) (eV) = -14.31 / -14.31
- net charge = +1
- E_LUMO (alpha / beta) (eV) = -3.622 / -9.187
- HOMO-LUMO gap (alpha / beta) (Eh) = 0.3926 / 0.1881
- multiplicity = 2

Entry from the Open Molecules 2025 dataset: a 5-piece molecular cluster, CH11NO5 overall at a distorted geometry (ωB97M-V/def2-TZVPD).

```
18
Properties=species:S:1:pos:R:3:forces:R:3
O -2.3387 0.6387 -0.7119 0.4497 -0.9849 0.9926
O 2.2366 0.7105 -0.4902 -0.9271 0.1957 0.7255
O 0.1482 1.5461 0.8239 -0.1135 0.1915 0.8145
O 1.9544 -1.6884 0.3657 -0.0234 -0.0404 -0.1362
O -0.0225 -0.5120 -1.3643 -0.8068 0.2033 -0.3036
N -1.5368 -1.2732 0.3983 -1.7748 1.5639 1.3557
C -1.9342 0.0600 0.5052 -1.8647 -1.7069 -2.5365
H 0.0560 2.3814 0.3573 -0.1771 0.0923 -0.1480
H -1.0625 0.6770 0.8543 1.3364 1.1052 0.7569
H 2.3744 -0.8269 0.0759 -0.1645 -0.2220 0.2479
H 2.3132 -1.9202 1.2241 0.0865 0.1053 0.0058
H -1.5707 0.3442 -1.2709 -0.1250 0.2738 -0.4126
H -0.2327 -1.1981 -0.7212 0.9187 -1.1170 0.0053
H 1.0423 1.1831 0.5143 0.8539 -0.3258 -0.7332
H 2.8196 1.4700 -0.5551 0.0526 -0.1290 -0.2172
H 0.7298 -0.0507 -0.9266 0.8362 0.5303 -0.4071
H -2.7890 0.1672 1.1985 0.5971 0.0068 0.8340
H -2.1874 -1.7086 -0.2772 0.8458 0.2579 -0.8439
```
Forces are in eV/Å.

Computed properties:
- DFT total energy (Ha) = -475.42243
- energy above the lowest of the compared OMol25 structures with the same formula, charge and spin (kcal/mol) = 166.7
- maximum force (eV/A) = 3.6
- HOMO level (eV) = -9.20
- E_LUMO (eV) = -4.343
- HOMO-LUMO gap (Eh) = 0.1783